No. 1
Entry from the Open Molecules 2025 dataset: a structure of composition C44H61N9O3SY at a distorted geometry (ωB97M-V/def2-TZVPD).

XYZ file:
```
119
Properties=species:S:1:pos:R:3
Y 0.428 0.243 0.233
S 2.031 -0.873 4.731
O 1.006 -0.843 2.212
O 4.046 -1.915 -1.619
O 1.967 1.065 2.983
N 2.138 -0.930 -0.548
N -0.881 1.712 1.608
N 1.890 1.579 1.538
N -2.034 -0.552 0.305
N 0.898 2.374 -0.780
N -1.611 -1.897 4.558
N 0.210 -3.328 0.888
N 2.528 -4.053 0.945
N -0.273 0.055 -2.066
C 2.894 -3.577 2.309
C -1.779 -1.909 -1.667
C 3.425 -6.334 1.035
C 1.533 -0.426 -5.264
C 4.349 3.649 -3.213
C -3.162 -0.213 1.141
C -2.490 -1.465 -0.537
C -3.203 0.939 1.870
C -0.504 5.203 2.971
C -3.470 3.730 3.411
C 2.922 -0.761 -4.811
C 2.208 3.801 -2.026
C 1.373 2.676 -2.043
C 3.128 -1.401 -1.013
C -3.835 -2.004 -0.131
C 2.978 4.369 -3.143
C 1.266 2.901 1.459
C -1.010 3.804 2.444
C -5.627 -1.340 1.401
C 2.792 5.427 0.020
C 1.244 -3.884 0.415
C -0.187 2.898 1.825
C 0.504 0.503 -3.048
C -4.283 -1.251 0.814
C -3.462 3.289 4.935
C -4.100 -4.565 -0.378
C 1.565 -0.180 3.149
C 4.266 -3.027 2.493
C 1.117 -4.194 -1.115
C 2.228 4.229 -0.729
C -6.622 -0.341 0.745
C -1.454 -3.630 -4.778
C -2.259 3.172 2.665
C -0.764 -1.136 -2.358
C -4.440 -3.151 -0.875
C 3.439 -4.964 0.309
C -1.079 6.446 2.215
C -0.163 -1.571 -3.614
C 1.529 3.231 0.003
C 0.554 -0.536 -4.137
C -0.155 -3.053 -4.147
C 1.699 6.465 -0.075
C -2.179 1.965 1.990
C 1.166 1.753 -3.060
H 2.868 5.084 1.085
H 2.419 4.266 -4.047
H -1.620 -1.629 3.601
H 0.588 5.194 2.903
H -0.364 7.258 2.059
H -4.065 3.927 5.615
H -4.376 3.417 2.889
H 5.037 -3.794 2.527
H 2.993 -1.751 -4.352
H 1.912 1.767 -3.831
H 0.747 5.980 0.105
H -4.236 -3.027 -1.911
H -7.651 -0.451 1.169
H 3.193 5.423 -2.972
H 0.627 -3.224 -4.852
H -2.258 -2.786 -2.142
H 1.762 7.343 0.670
H 4.537 -4.565 0.282
H -3.452 4.865 3.203
H 4.457 -2.278 1.722
H -4.207 1.193 2.149
H -0.794 5.270 4.053
H -6.294 0.701 0.705
H 1.115 -5.223 -1.263
H -1.904 -1.019 5.002
H -1.363 6.052 1.215
H -1.314 -4.488 -5.459
H 3.326 -4.992 -0.705
H -4.053 -4.588 0.772
H -4.929 -5.248 -0.663
H -3.165 -4.977 -0.764
H 3.779 -7.255 0.292
H -2.434 3.417 5.278
H 1.904 -3.609 -1.638
H 3.804 5.785 -0.309
H 0.371 -2.939 1.835
H 0.140 -3.812 -1.329
H -1.874 -2.815 -5.315
H 2.543 -6.582 1.436
H 3.529 -0.660 -5.716
H 5.001 4.162 -3.921
H 1.154 -1.188 -6.031
H -2.183 -3.923 -3.987
H 2.792 -4.406 3.047
H 1.658 6.935 -1.117
H 1.719 3.793 1.938
H 0.156 -3.573 -3.214
H -5.824 -2.337 1.200
H -0.598 -2.058 4.744
H -3.947 2.307 5.184
H -1.976 6.859 2.767
H 1.472 0.594 -5.652
H 4.203 2.634 -3.578
H -5.605 -1.337 2.473
H -6.717 -0.669 -0.329
H 2.189 -2.857 2.612
H 4.179 -6.430 1.786
H -5.562 -3.052 -0.841
H 3.197 -0.072 -3.997
H 4.221 -2.404 3.438
H 4.877 3.618 -2.263
```

Properties
- energy above the lowest of the compared OMol25 structures with the same formula, charge and spin (kcal per mole) = 71.40
- charge = -2
- expectation value of S² = 0.9193
- spin multiplicity = 2
- highest occupied orbital energy (spin up / spin down) (eV) = -1.716 / -1.774

---

No. 2
Entry from the Open Molecules 2025 dataset: a structure of composition C44H62Cl3N7O8PRbS at a distorted geometry (ωB97M-V/def2-TZVPD).

XYZ file:
```
127
Properties=species:S:1:pos:R:3
Rb -9.622 5.500 21.554
Cl -10.024 -2.492 18.552
Cl -12.453 1.678 20.553
Cl -7.062 0.544 21.698
S -6.678 2.499 28.679
P -11.203 8.156 18.216
O -11.406 3.920 22.601
O -6.913 1.250 29.313
O -6.754 4.908 22.635
O -5.959 3.534 29.329
O -9.729 2.155 21.974
O -7.292 4.298 19.912
O -10.284 7.209 18.980
O -6.033 2.169 27.272
N -7.546 7.706 22.261
N -10.962 4.830 25.413
N -9.454 11.386 20.391
N -7.939 10.109 21.822
N -10.335 7.928 24.587
N -4.137 3.868 26.322
N -2.517 4.416 24.659
C -8.207 3.247 28.173
C -10.343 10.229 14.875
C -9.996 9.459 17.401
C -4.518 7.576 26.500
C -4.057 5.241 26.255
C -12.213 9.059 19.531
C -13.637 7.909 16.594
C -9.918 -1.187 19.595
C -11.119 -0.489 19.870
C -8.679 8.786 16.962
C -12.229 7.333 16.902
C -8.609 8.457 15.434
C -14.455 8.024 20.566
C -9.864 10.267 25.649
C -4.690 6.246 26.962
C -10.084 4.330 26.368
C -7.782 8.817 21.943
C -8.968 9.676 14.499
C -9.783 1.182 21.207
C -14.291 7.172 15.433
C -12.418 5.830 17.206
C -10.518 10.480 16.379
C -9.359 2.509 27.799
C -10.537 10.309 27.089
C -3.780 7.851 25.353
C -10.283 3.087 26.989
C -13.116 10.297 19.109
C -15.136 9.365 20.460
C -8.703 -0.726 20.095
C -14.406 5.666 15.747
C -10.385 11.359 24.724
C -3.152 6.856 24.620
C -8.177 4.611 27.948
C -10.295 9.020 25.029
C -8.300 10.215 25.685
C -12.893 8.076 20.534
C -8.705 10.662 20.950
C -11.026 0.653 20.607
C -9.035 5.117 26.926
C -3.193 3.464 25.369
C -3.155 5.593 25.142
C -8.616 0.362 20.928
C -14.694 10.063 19.153
C -13.037 5.048 16.060
H -14.816 7.333 19.762
H -7.888 11.217 25.904
H -10.883 3.102 22.432
H -5.203 2.759 27.010
H -2.539 7.166 23.766
H -13.772 7.332 14.490
H -8.945 9.393 13.446
H -12.308 3.591 22.537
H -10.098 12.379 25.076
H -14.744 5.078 14.887
H -2.921 2.425 25.313
H -12.512 8.306 21.521
H -14.223 7.662 17.481
H -11.572 10.052 26.999
H -9.991 11.165 23.692
H -13.217 3.946 16.403
H -12.528 7.062 20.308
H -12.854 10.537 18.077
H -9.269 7.643 15.175
H -9.775 10.060 18.306
H -11.504 11.327 24.708
H -14.822 9.893 21.323
H -12.317 5.038 15.237
H -15.158 11.069 19.032
H -6.863 4.229 20.761
H -7.970 9.560 26.457
H -8.967 6.128 26.562
H -9.464 1.475 28.114
H -9.968 11.448 16.585
H -7.793 -1.243 19.950
H -13.087 5.649 18.040
H -10.615 5.711 25.075
H -12.964 11.163 19.735
H -11.598 10.639 16.526
H -12.032 -0.768 19.397
H -7.012 5.907 22.710
H -7.484 5.265 28.437
H -13.521 8.970 16.341
H -15.014 9.489 18.255
H -8.225 10.474 14.584
H -4.805 8.370 27.186
H -10.367 11.218 14.307
H -10.374 11.295 27.520
H -7.630 8.052 15.121
H -15.181 5.443 16.496
H -11.173 9.604 14.525
H -11.106 4.243 24.594
H -3.807 8.838 24.916
H -14.891 7.463 21.396
H -6.954 3.537 19.436
H -8.571 7.851 17.533
H -11.429 5.466 17.470
H -11.692 7.461 15.983
H -11.280 2.651 26.971
H -5.265 5.941 27.779
H -7.858 9.871 24.701
H -7.906 9.509 17.284
H -5.805 4.976 22.853
H -10.135 9.558 27.776
H -11.333 9.444 20.067
H -16.258 9.296 20.452
H -15.282 7.582 15.135
```

Properties
- energy above the lowest of the compared OMol25 structures with the same formula, charge and spin (kcal per mole) = 46.81
- charge = -2
- spin multiplicity = 1
- highest occupied orbital energy (eV) = -2.760

---

- The highest spin multiplicity belongs to which entry?
  C44H61N9O3SY